Entry from OMol25: a 2-piece molecular cluster, C5H11O3 overall at a distorted geometry (the ωB97M-V functional and the def2-TZVPD basis).

## Properties
spin multiplicity	1
energy relative to the best compared isomer or geometry (same formula, charge and spin)	7.010	eV
total energy	-422.656073	Eh
charge	-1

Last column: natural (NBO) charge in e.
Atoms and positions in Å:
C  1.76230  -0.35366  1.14260  -0.1794
O  1.77153  -1.90619  0.89217  -0.7752
C  2.06264  0.55397  -0.11102  -0.4294
C  0.72099  1.07697  -0.70233  -0.4337
C  0.00575  -0.14131  -1.19029  -0.6062
C  -1.22278  -0.37130  -0.53218  0.3060
O  -2.14461  -1.31278  -0.59441  -0.6866
H  2.65767  -0.19272  1.76582  0.1775
H  0.84706  -0.14779  1.72824  0.1960
H  2.68052  1.39111  0.29846  0.2011
H  2.53491  -0.12858  -0.85967  0.2307
H  1.00564  1.77605  -1.49822  0.1954
H  0.16104  1.61183  0.07305  0.1758
H  -0.85136  -0.04207  -1.91384  0.2779
H  1.36507  -1.26923  0.09651  0.5061
H  -1.63751  0.54363  -0.12911  0.1516
H  -3.01194  -1.01049  -0.00777  0.5419
H  -4.83316  -0.00608  0.71197  0.4210
O  -3.87377  -0.07131  0.83001  -1.2704

Force components x, y, z for each atom (eV/Å):
C 2.21 -0.44 2.37
O -1.37 5.21 -2.63
C -1.29 -0.30 0.92
C 1.00 -0.06 -0.37
C -1.16 -1.85 0.16
C -1.68 0.44 0.92
O 1.60 0.20 -0.11
H -0.56 -0.09 0.27
H 0.38 0.24 -0.59
H -0.12 -0.67 -0.73
H 0.16 1.02 0.48
H -0.36 -0.04 -0.05
H 0.04 0.24 0.11
H 0.90 0.28 -1.97
H 0.02 -4.82 0.16
H -0.34 0.21 1.45
H -0.19 1.27 0.21
H 0.49 -0.21 -0.09
O 0.26 -0.64 -0.51

---

Entry from OMol25: one molecule with the formula C4H8O at a distorted geometry (the ωB97M-V functional and the def2-TZVPD basis).

## Properties
SMILES	C=CCCO
spin multiplicity	1
energy relative to the best compared isomer or geometry (same formula, charge and spin)	1.354	eV
total energy	-232.395891	Eh
charge	0

Last column: natural (NBO) charge in e.
Atoms and positions in Å:
C  -1.68909  -0.34922  1.33093  -0.4140
C  -0.51009  0.20362  0.95612  -0.1754
C  0.50993  -0.55018  0.07476  -0.4720
C  0.71558  0.10738  -1.32200  -0.0643
O  0.94098  1.55590  -1.27351  -0.7133
H  -2.00446  -1.42764  1.00605  0.1980
H  -2.40219  0.26732  1.88096  0.2047
H  -0.22111  1.25988  1.22664  0.2106
H  0.08002  -1.60789  -0.02933  0.2137
H  1.46496  -0.68054  0.61596  0.2051
H  -0.22162  -0.03119  -1.90134  0.1836
H  1.54285  -0.36044  -1.79713  0.1675
H  1.79424  1.61300  -0.76811  0.4559

Force components x, y, z for each atom (eV/Å):
C 0.71 -0.53 -0.99
C -0.17 -0.34 -0.21
C -1.13 -0.59 0.49
C -1.56 0.83 0.92
O 1.25 -1.50 1.02
H 0.70 2.20 0.71
H 0.09 -0.44 -0.03
H -0.60 -1.26 -0.21
H 0.73 1.35 -0.23
H -0.23 0.27 -0.25
H 0.71 0.13 0.20
H 0.64 -0.48 -0.69
H -1.14 0.37 -0.73

---

Entry from OMol25: C12H9BCaF4MgN4O12P as an isolated structure at a distorted geometry (the ωB97M-V functional and the def2-TZVPD basis).

## Properties
spin multiplicity	1
energy relative to the best compared isomer or geometry (same formula, charge and spin)	0.000	eV
total energy	-3227.546307	Eh
charge	+1

Last column: natural (NBO) charge in e.
Atoms and positions in Å:
N  1.23566  4.56937  -2.67070  -0.7400
C  0.42620  3.68289  -2.06044  0.7023
N  0.50064  2.38140  -2.42564  -0.5759
C  0.60857  1.45633  -1.31223  0.2681
C  1.79613  1.30612  -0.62923  -0.2454
C  1.96468  0.44299  0.45129  -0.0899
C  0.81290  -0.27296  0.79612  -0.1828
C  -0.31432  -0.05279  0.04923  -0.0201
N  -0.47275  0.75415  -0.99088  -0.5467
N  -0.43377  4.05853  -1.12020  -0.6173
C  -0.67485  5.40335  -0.65436  0.7669
F  -1.30261  5.26005  0.51896  -0.2730
F  0.43794  6.08731  -0.41545  -0.2747
C  -1.70174  6.22603  -1.55414  0.5004
F  -1.82945  5.71833  -2.86687  -0.4464
F  -2.90493  6.07133  -1.01125  -0.2745
H  0.80057  5.46003  -2.90155  0.4082
H  1.74968  4.18118  -3.45393  0.4217
H  1.23438  2.24616  -3.11407  0.4173
H  2.65737  1.88939  -0.96415  0.2344
H  2.90036  0.33956  0.98869  0.2714
H  0.78873  -0.97012  1.61150  0.3078
H  -1.19803  -0.63427  0.33968  0.2256
H  -1.00457  3.32611  -0.70176  0.4711
H  -1.49985  7.30184  -1.55979  0.2067
B  -0.08731  -4.54400  0.21187  1.1481
O  0.46684  -5.87902  -0.04136  -0.6214
C  0.51971  -6.06652  -1.36314  0.6622
O  0.92123  -7.04750  -1.90776  -0.4899
C  -0.01155  -4.82003  -2.05139  0.6847
O  -0.10608  -4.63517  -3.23018  -0.5521
O  -0.36186  -3.93894  -1.11664  -0.7197
O  -1.31998  -4.61110  1.02374  -0.6529
C  -1.12865  -3.89378  2.12780  0.6588
O  -1.92563  -3.71956  2.99732  -0.4842
C  0.27122  -3.31304  2.08635  0.6748
O  0.76814  -2.58586  2.90368  -0.5546
O  0.86422  -3.69748  0.97093  -0.6627
O  0.09505  -5.09868  4.85412  -0.7545
P  -0.10006  -4.23486  6.08560  2.3729
O  -1.39252  -3.45003  5.90914  -0.7119
O  1.07122  -3.27657  6.27434  -0.7226
O  -0.16547  -5.12076  7.31171  -0.7022
Mg  -1.12473  -1.23082  -2.43450  1.0129
Ca  -1.83074  4.93142  -4.96042  0.4991

Force components x, y, z for each atom (eV/Å):
N -1.12 -0.38 -0.28
C 0.79 0.23 -0.51
N 0.75 0.35 0.97
C -0.10 -0.80 0.30
C 1.59 0.85 -0.32
C -1.33 -0.23 -0.30
C 1.29 0.66 0.04
C -1.52 -1.42 0.97
N 0.08 0.24 -0.86
N 0.07 -0.21 -0.18
C -1.06 -0.13 0.52
F 0.13 -0.15 -0.02
F 0.19 -0.01 -0.76
C -0.63 0.48 1.13
F 0.63 0.37 0.89
F -0.09 -0.20 -0.27
H 0.49 0.23 0.12
H 0.14 0.25 0.02
H -0.21 -0.24 -0.14
H -0.20 -0.04 0.09
H -0.07 0.02 -0.14
H 0.08 -0.33 0.42
H 0.07 0.21 -0.10
H -0.03 0.19 0.04
H 0.45 -0.23 -0.51
B -0.10 -0.60 1.37
O -0.29 0.79 -0.96
C 0.53 -1.32 0.99
O -0.13 0.35 -0.26
C -0.24 0.40 -0.56
O -0.08 0.46 -0.10
O -0.06 0.54 -0.49
O 0.71 0.25 -0.66
C -1.09 -0.34 0.79
O 0.11 0.20 -0.38
C 0.83 0.32 0.73
O -0.24 0.22 -0.26
O -0.33 -0.10 -0.68
O -0.46 -0.06 -0.15
P 0.04 0.31 -0.32
O 0.13 0.05 -0.40
O -0.22 -0.15 0.53
O 0.56 -0.09 0.32
Mg 0.15 -0.60 0.23
Ca -0.18 -0.35 -0.84

---

no.,LUMO energy (Ha)
1,0.13561
2,0.03566
3,-0.28957